This record from the OMol25 dataset describes a structure of composition C27H45As3N4O4SSeW in a non-equilibrium geometry. The level of theory is ωB97M-V/def2-TZVPD.

```
86
Properties=species:S:1:pos:R:3:forces:R:3
W -0.72389 1.19038 -0.11361 -0.45 -1.35 0.43
C -4.62409 1.98197 0.46859 -0.03 -0.04 0.07
As -3.03017 2.22283 -0.59394 -0.19 -0.01 -0.24
C -3.21319 4.10647 -1.00991 0.03 -0.03 0.00
C -3.38810 1.45343 -2.33816 0.05 0.08 0.12
C -2.81674 0.03838 -2.37207 0.09 -0.12 0.05
C -2.91790 -0.46492 -3.81644 0.03 -0.04 -0.07
C -1.32395 0.08458 -1.93353 -0.11 0.21 0.05
As 0.20131 -1.74434 0.66980 0.08 0.38 0.05
C 1.13637 -1.83598 2.40309 0.02 0.00 0.06
C -0.62295 -3.51822 0.83455 -0.05 -0.16 0.06
C -3.65619 -0.85632 -1.43920 0.08 0.08 -0.16
As -3.36800 -2.79145 -1.61616 0.26 -0.04 0.01
C -4.77559 -3.19473 -2.91193 -0.13 -0.04 -0.04
C -4.42585 -3.24241 -0.03085 -0.03 0.01 0.08
H -5.48536 2.21127 -0.15417 -0.10 0.01 0.00
H -4.57844 2.67931 1.30273 -0.04 -0.01 0.06
H -4.69315 0.96819 0.85260 0.01 -0.03 0.01
H -4.15338 4.22771 -1.54229 -0.08 0.09 -0.04
H -2.38958 4.43011 -1.64231 0.01 -0.02 -0.01
H -3.21678 4.69713 -0.10016 0.00 0.05 0.06
H -2.82786 2.09498 -3.02334 -0.01 0.02 -0.10
H -4.44492 1.49634 -2.60349 -0.08 -0.01 -0.01
H -2.39489 0.21624 -4.49366 -0.03 -0.02 0.04
H -3.95974 -0.54172 -4.14822 0.06 0.02 0.05
H -2.45314 -1.44864 -3.92114 0.00 -0.01 0.00
H -0.77041 0.57376 -2.74509 0.01 0.02 -0.07
H -0.95330 -0.94061 -1.88566 0.06 -0.12 0.01
H 0.42091 -1.92520 3.22145 0.01 0.00 0.00
H 1.75597 -0.95586 2.56899 0.00 -0.02 -0.01
H 1.78071 -2.71615 2.39187 0.01 0.00 0.01
H -0.48077 -3.91291 1.84128 -0.05 -0.05 -0.04
H -0.11726 -4.15906 0.11455 -0.01 -0.08 0.02
H -1.67667 -3.50280 0.58566 -0.11 -0.05 -0.04
H -4.72632 -0.67573 -1.58757 -0.02 0.03 -0.03
H -3.42336 -0.64606 -0.39490 0.07 0.12 0.09
H -4.40924 -3.09693 -3.93140 0.00 0.01 -0.01
H -5.63121 -2.53193 -2.76544 0.01 -0.05 -0.02
H -5.09074 -4.22623 -2.75130 -0.02 0.00 -0.05
H -3.96793 -2.79258 0.85296 -0.05 -0.02 -0.04
H -4.45262 -4.32347 0.10124 -0.03 -0.01 0.01
H -5.44495 -2.86575 -0.13979 0.02 -0.01 0.06
C 8.99139 -1.30666 -1.50503 -0.08 -0.02 0.01
C 7.59222 -1.10678 -0.92414 0.13 -0.28 -0.14
S 7.34794 0.58571 -0.48975 0.20 0.37 0.01
O 7.17906 1.34129 -1.71108 0.12 -0.05 0.15
O 8.35309 0.95497 0.47442 -0.09 0.06 -0.23
C 5.76893 0.57090 0.34205 -0.23 0.04 0.11
C 4.92172 1.77557 -0.06128 -0.14 -0.12 0.25
N 3.54984 1.62174 0.44380 0.40 0.12 0.04
C 2.53476 1.17507 -0.30645 -0.37 -0.13 -0.17
N 1.42498 1.07070 0.41903 0.06 0.26 0.06
C 1.73349 1.46640 1.69019 -0.32 -0.22 0.07
C 3.03117 1.80971 1.71897 0.96 0.06 0.35
N 3.78979 2.28774 2.85081 -0.31 0.32 -0.78
O 4.97307 2.51847 2.66785 0.16 -0.14 0.14
O 3.17935 2.48590 3.87341 -0.06 -0.18 0.22
C 2.62222 0.81317 -1.74062 0.06 -0.03 -0.01
H 9.11303 -2.34874 -1.79771 0.00 0.01 0.01
H 9.75785 -1.05849 -0.77223 -0.06 0.00 0.01
H 9.14278 -0.68531 -2.38741 -0.05 0.00 0.03
H 7.43733 -1.68711 -0.01194 0.04 -0.02 -0.04
H 6.80780 -1.34380 -1.64644 0.06 -0.06 0.04
H 5.98502 0.57956 1.40936 -0.05 -0.04 -0.01
H 5.26909 -0.36399 0.07595 -0.05 0.07 0.00
H 4.85898 1.85864 -1.13926 0.01 -0.04 -0.09
H 5.33885 2.69722 0.32391 0.04 0.04 0.05
H 1.01802 1.45900 2.49099 -0.04 0.05 0.03
H 2.97847 1.64931 -2.34239 -0.02 -0.01 -0.01
H 1.62928 0.53711 -2.08251 -0.03 -0.03 -0.03
H 3.29127 -0.03863 -1.88103 0.01 0.02 -0.02
Se -0.25054 4.03582 0.98340 0.02 -0.21 -0.04
C 0.02518 3.39826 -0.67670 0.14 0.49 -0.17
N 0.16174 2.79946 -1.68090 0.09 0.38 -0.05
C -1.11886 -0.31624 1.12164 -0.16 0.41 0.27
C -1.99854 -0.40956 2.32814 0.20 0.01 -0.37
C -2.49950 0.76004 2.92374 0.00 0.04 0.06
C -3.35219 0.72831 4.01574 0.06 -0.02 -0.05
C -3.73937 -0.48820 4.56663 0.01 0.01 -0.03
C -3.25079 -1.65963 4.00870 0.09 0.00 -0.12
C -2.39190 -1.61999 2.91276 -0.09 -0.01 0.09
H -2.19296 1.71628 2.51739 0.03 0.09 -0.03
H -3.71146 1.65729 4.44513 0.03 -0.03 -0.03
H -4.40489 -0.51816 5.42097 0.03 -0.01 -0.03
H -3.53520 -2.61726 4.42885 0.01 0.01 -0.02
H -2.02814 -2.54820 2.49942 -0.02 0.00 0.04
```
Forces are in eV/Å.

Calculated values
* electronic energy: -11149.6251 Eh
* energy above the lowest of the compared OMol25 structures with the same formula, charge and spin: 0.334 eV
* HOMO (spin up / spin down): -6.85 / -7.26 eV
* spin multiplicity: 3
* orbital gap (spin up / spin down): 0.22724 / 0.24279 hartree
* strongest force on any atom: 1.5 eV Å⁻¹



This record from the OMol25 dataset describes an isolated molecule of C13H20N2O2 in a non-equilibrium geometry. The level of theory is ωB97M-V/def2-TZVPD.

```
37
Properties=species:S:1:pos:R:3:forces:R:3
O -4.58680 -1.43420 -0.37618 9.65 0.33 -5.19
C -4.01875 -0.13057 -0.63575 -4.60 2.60 -1.21
C -3.65295 0.48652 0.66018 -0.97 -0.29 1.56
O -3.45426 1.94394 0.56504 -0.57 -2.01 -0.21
C -2.39995 -0.34095 1.03538 -2.97 16.58 4.11
N -1.44937 -0.28031 0.22279 7.43 1.40 -5.01
C -0.61876 -1.48213 0.42123 4.55 4.91 -4.48
C 0.37085 -1.33731 -1.09237 3.02 -3.96 6.58
N 1.14037 -0.13304 -1.14489 2.88 -1.49 1.63
C 2.46656 -0.12610 -0.43058 -6.31 9.54 -9.02
C 2.88105 -0.90787 0.39772 -2.98 -12.11 6.11
C 4.10184 -0.92576 0.82418 5.01 -6.51 5.38
C 5.02565 -0.09623 0.59091 3.55 10.31 -0.99
C 4.53567 1.19616 -0.05553 -9.34 -12.28 -0.21
C 3.24562 1.01122 -0.77772 6.08 -3.25 5.88
C 0.27623 0.99429 -1.17865 4.21 4.38 7.64
C -0.71718 1.11588 0.29107 3.77 -3.98 -3.11
H -5.34487 -1.42450 -0.00760 -8.31 0.74 4.03
H -3.15995 -0.09623 -1.33640 -0.83 -0.71 0.35
H -4.90939 0.71339 -1.05354 2.08 -2.61 0.34
H -4.52538 0.28893 1.45571 1.88 0.31 -1.56
H -4.28305 2.18279 0.12010 0.34 0.50 0.13
H -2.68246 -1.08113 1.38950 -4.47 -12.91 5.17
H -2.12415 0.32216 1.97853 -0.18 -1.26 -0.14
H -1.22765 -2.29115 0.35853 -1.49 -2.54 0.09
H 0.11190 -1.38655 1.24956 -0.63 -0.35 -0.10
H 1.04224 -2.42470 -0.98092 -1.63 3.41 -1.13
H -0.19987 -1.22213 -1.89830 -3.06 -0.80 -3.09
H 2.31997 -1.93698 0.71157 0.70 2.80 -0.83
H 4.67227 -1.72523 1.47981 -2.54 0.55 -0.96
H 5.95202 0.09698 1.21974 -0.91 -1.15 -1.19
H 5.16150 1.81515 -0.23837 7.21 8.43 -2.14
H 2.84831 1.79574 -1.16512 -2.40 4.61 -3.11
H 0.90038 2.08917 -1.35928 -1.54 -3.11 0.93
H -0.20262 0.95891 -2.00549 -4.31 -0.43 -5.19
H -1.28118 1.98700 0.13584 -1.37 0.49 0.19
H -0.04291 1.17016 1.22136 -0.96 -0.16 -1.27
```
Forces are in eV/Å.

Calculated values
* electronic energy: -766.8526 Eh
* energy above the lowest of the compared OMol25 structures with the same formula, charge and spin: 14.339 eV
* HOMO: -7.63 eV
* structure (SMILES): OC[C@H](O)CN1CCN(c2ccccc2)CC1
* spin multiplicity: 1
* orbital gap: 0.30894 hartree
* strongest force on any atom: 17.3 eV Å⁻¹



This record from the OMol25 dataset describes a cluster of 10 separate species, C4H30NO11 in total in a non-equilibrium geometry. The level of theory is ωB97M-V/def2-TZVPD.

```
46
Properties=species:S:1:pos:R:3:forces:R:3
C -0.16322 -1.45310 1.37094 -0.36 -0.58 0.03
O 0.48095 -2.66657 1.65906 2.36 -0.35 0.68
C 0.35492 -0.95935 0.00252 -0.93 0.23 0.70
C -0.36445 0.30996 -0.49767 0.34 0.21 0.71
C -1.55715 0.12501 -1.38661 -1.81 -0.58 -1.17
O 0.65270 1.00226 -1.22665 0.48 0.17 -0.31
N 0.23989 -2.12206 -0.95872 -0.11 0.22 -0.20
H -1.23741 -1.73308 1.38762 0.64 0.46 -0.39
H -0.02950 -0.73870 2.19080 0.13 0.21 -0.47
H 1.47091 -2.50415 1.81772 -2.07 -0.34 -0.44
H 1.42667 -0.71693 0.12486 -0.85 -0.33 -0.22
H -0.63543 0.97615 0.37430 0.32 -1.10 -0.87
H -2.37456 -0.47454 -0.89376 0.89 0.89 -0.45
H -1.34874 -0.38623 -2.37649 0.07 0.44 1.26
H -1.99207 1.11308 -1.68843 0.36 -0.71 0.51
H 0.46187 1.95208 -1.20154 -0.10 0.60 -0.20
H 0.42571 -1.81080 -1.95509 0.20 -0.27 0.87
H -0.75976 -2.51327 -0.93207 0.88 0.09 0.21
H 0.94446 -2.81553 -0.63220 -0.68 0.40 -0.38
H 3.35561 -1.33343 0.27796 -0.33 -2.47 -0.22
H 3.69955 -2.93086 0.12504 0.50 0.24 0.01
O 2.99432 -2.29028 0.22360 0.13 2.23 0.21
H 1.11154 3.67922 -0.08367 -0.92 0.12 -0.90
H 0.48651 4.36467 -1.35225 0.16 1.06 -0.86
O 0.38030 3.63278 -0.77457 0.78 -0.85 1.45
H 2.54399 3.38486 1.99963 -0.56 -0.41 -0.73
H 2.36971 2.24884 0.94754 1.41 -1.98 -0.76
O 1.95338 2.99821 1.31545 -0.44 2.56 1.78
H 0.62524 -0.57992 -4.06396 -1.32 0.61 -3.26
H 0.90173 0.04993 -2.72351 -0.15 1.75 0.83
O 0.97098 -0.72807 -3.24106 1.64 -2.40 2.08
H -2.42302 0.86368 3.14221 -0.68 0.30 1.41
H -1.55621 1.35153 2.02542 0.29 0.73 -0.22
O -2.07943 0.59631 2.31451 0.11 -0.82 -0.86
H 0.27849 2.82970 1.66649 -1.16 0.10 -0.20
H -0.96938 3.27752 0.81195 0.11 0.36 -0.37
O -0.71382 2.77538 1.58215 0.72 -0.36 0.91
H -2.74443 -3.74637 -0.66016 -0.99 -2.79 0.44
H -2.89517 -2.31442 -0.28274 -0.51 0.69 0.77
O -2.39158 -2.91964 -0.82516 1.52 1.84 -1.22
H -4.39275 -1.07320 1.07070 -2.25 0.49 0.33
H -3.00232 -0.56280 1.39692 0.80 1.48 1.01
O -3.49216 -1.23975 0.96529 1.06 -1.96 -1.28
H 2.24522 0.88323 -0.50201 -1.68 -0.01 -1.51
H 3.71164 1.25084 -0.53232 2.34 1.02 -1.99
O 3.03632 0.94782 -0.00203 -0.33 -1.20 3.26
```
Forces are in eV/Å.

Calculated values
* electronic energy: -1052.6188 Eh
* energy above the lowest of the compared OMol25 structures with the same formula, charge and spin: 0.000 eV
* HOMO: -13.19 eV
* spin multiplicity: 1
* orbital gap: 0.39383 hartree
* net charge: +1
* strongest force on any atom: 3.6 eV Å⁻¹



Repeat the second record exactly.
This record from the OMol25 dataset describes an isolated molecule of C13H20N2O2 in a non-equilibrium geometry. The level of theory is ωB97M-V/def2-TZVPD.

```
37
Properties=species:S:1:pos:R:3:forces:R:3
O -4.58680 -1.43420 -0.37618 9.65 0.33 -5.19
C -4.01875 -0.13057 -0.63575 -4.60 2.60 -1.21
C -3.65295 0.48652 0.66018 -0.97 -0.29 1.56
O -3.45426 1.94394 0.56504 -0.57 -2.01 -0.21
C -2.39995 -0.34095 1.03538 -2.97 16.58 4.11
N -1.44937 -0.28031 0.22279 7.43 1.40 -5.01
C -0.61876 -1.48213 0.42123 4.55 4.91 -4.48
C 0.37085 -1.33731 -1.09237 3.02 -3.96 6.58
N 1.14037 -0.13304 -1.14489 2.88 -1.49 1.63
C 2.46656 -0.12610 -0.43058 -6.31 9.54 -9.02
C 2.88105 -0.90787 0.39772 -2.98 -12.11 6.11
C 4.10184 -0.92576 0.82418 5.01 -6.51 5.38
C 5.02565 -0.09623 0.59091 3.55 10.31 -0.99
C 4.53567 1.19616 -0.05553 -9.34 -12.28 -0.21
C 3.24562 1.01122 -0.77772 6.08 -3.25 5.88
C 0.27623 0.99429 -1.17865 4.21 4.38 7.64
C -0.71718 1.11588 0.29107 3.77 -3.98 -3.11
H -5.34487 -1.42450 -0.00760 -8.31 0.74 4.03
H -3.15995 -0.09623 -1.33640 -0.83 -0.71 0.35
H -4.90939 0.71339 -1.05354 2.08 -2.61 0.34
H -4.52538 0.28893 1.45571 1.88 0.31 -1.56
H -4.28305 2.18279 0.12010 0.34 0.50 0.13
H -2.68246 -1.08113 1.38950 -4.47 -12.91 5.17
H -2.12415 0.32216 1.97853 -0.18 -1.26 -0.14
H -1.22765 -2.29115 0.35853 -1.49 -2.54 0.09
H 0.11190 -1.38655 1.24956 -0.63 -0.35 -0.10
H 1.04224 -2.42470 -0.98092 -1.63 3.41 -1.13
H -0.19987 -1.22213 -1.89830 -3.06 -0.80 -3.09
H 2.31997 -1.93698 0.71157 0.70 2.80 -0.83
H 4.67227 -1.72523 1.47981 -2.54 0.55 -0.96
H 5.95202 0.09698 1.21974 -0.91 -1.15 -1.19
H 5.16150 1.81515 -0.23837 7.21 8.43 -2.14
H 2.84831 1.79574 -1.16512 -2.40 4.61 -3.11
H 0.90038 2.08917 -1.35928 -1.54 -3.11 0.93
H -0.20262 0.95891 -2.00549 -4.31 -0.43 -5.19
H -1.28118 1.98700 0.13584 -1.37 0.49 0.19
H -0.04291 1.17016 1.22136 -0.96 -0.16 -1.27
```
Forces are in eV/Å.

Calculated values
* electronic energy: -766.8526 Eh
* energy above the lowest of the compared OMol25 structures with the same formula, charge and spin: 14.339 eV
* HOMO: -7.63 eV
* structure (SMILES): OC[C@H](O)CN1CCN(c2ccccc2)CC1
* spin multiplicity: 1
* orbital gap: 0.30894 hartree
* strongest force on any atom: 17.3 eV Å⁻¹



Among the records above, which one has the highest spin multiplicity?
C27H45As3N4O4SSeW



Which of these has the highest spin multiplicity?
C27H45As3N4O4SSeW